No. 1
Density functional theory data (the ωB97M-V functional and the def2-TZVPD basis) for a gas-phase ion, C3H7N2O (charge +1).

Results
Charge   +1
Maximum force   3.44 eV/A
Frontier orbital gap (alpha / beta)   9.407 / 8.683 eV
Spin multiplicity   1

Positions of all 13 atoms, in Å:
C 1.248 1.270 0.609
C -0.149 0.757 0.560
C 0.363 -1.440 -0.282
N 2.248 0.536 0.328
N -0.270 -0.200 -0.578
O 2.286 -0.634 -0.064
H 1.358 2.118 1.166
H -0.356 0.070 1.427
H -0.967 1.399 0.527
H 0.336 -1.751 0.759
H 0.598 -2.057 -1.123
H -1.281 -0.299 -0.906
H 0.258 0.135 -1.468


No. 2
Density functional theory data (the ωB97M-V functional and the def2-TZVPD basis) for a molecular structure, C3H7N2O2.

Results
Charge   -1
Maximum force   4.26 eV/A
Frontier orbital gap   6.177 eV
Spin multiplicity   1

Positions of all 14 atoms, in Å:
O -1.800 -1.158 1.548
C -1.472 -0.719 0.266
N -2.151 -0.173 -0.627
C 0.049 -0.640 0.095
N 0.437 0.748 -0.088
C 1.964 0.837 -0.309
O 2.437 0.323 -1.416
H -3.164 -0.170 -0.536
H -1.684 -0.081 1.415
H 0.340 -1.284 -0.750
H 0.534 -1.063 0.970
H 0.079 1.045 -0.990
H 2.357 0.386 0.642
H 2.075 1.949 -0.219